Record 1
Here is a molecular structure, C14H17ClF5N4O8S2TeW from the OMol25 dataset. Energies are from ωB97M-V with the def2-TZVPD basis set.

orbital gap	8.122	eV
total charge	+1
HOMO	-12.4319	eV
ΔE to the lowest compared entry with this formula, charge and spin	168.7	kJ/mol
spin multiplicity	1

Last column: Löwdin charge in e.
Geometry (Å):
W (1.045, -0.016, -0.466)  1.912
O (3.715, 2.352, 0.814)  -0.254
Cl (3.003, 1.462, 1.653)  0.749
O (3.754, 0.933, 2.716)  -0.220
O (2.687, 0.200, 0.767)  -0.512
O (1.750, 2.010, 2.073)  -0.322
C (-0.469, -5.506, -1.616)  -0.068
C (-0.659, -4.250, -2.471)  -0.175
C (-0.287, -3.043, -1.744)  -0.079
N (0.037, -2.116, -1.159)  0.135
H (-0.794, -6.377, -2.180)  0.086
H (-1.059, -5.447, -0.702)  0.069
H (0.578, -5.638, -1.347)  0.089
H (-1.695, -4.136, -2.795)  0.129
H (-0.040, -4.282, -3.369)  0.134
S (-0.696, 3.847, -3.208)  0.621
C (-0.500, 4.031, -1.488)  -0.832
N (-1.378, 3.514, -0.647)  0.052
C (-1.254, 3.590, 0.811)  -0.141
C (-0.440, 4.816, 1.186)  -0.133
C (0.868, 4.813, 0.413)  -0.124
N (0.580, 4.644, -1.018)  0.019
H (-2.114, 2.961, -1.058)  0.140
H (-0.764, 2.683, 1.176)  0.102
H (-2.258, 3.641, 1.227)  0.132
H (-0.231, 4.799, 2.254)  0.131
H (-1.004, 5.724, 0.965)  0.128
H (1.514, 4.002, 0.744)  0.092
H (1.402, 5.754, 0.531)  0.138
H (1.168, 5.103, -1.700)  0.111
F (2.342, 4.267, -3.218)  -0.441
Te (1.648, 2.537, -3.107)  1.890
F (3.410, 2.053, -2.632)  -0.467
F (2.369, -0.679, -1.547)  -0.328
F (1.954, 2.344, -4.921)  -0.433
F (0.100, 0.151, -2.148)  -0.470
O (1.125, 1.662, -0.536)  -0.485
O (-1.176, 0.103, 0.102)  -0.036
C (-0.905, -0.681, 1.046)  -0.508
N (0.341, -0.514, 1.516)  -0.140
S (0.988, -2.008, 1.952)  0.716
O (1.772, -2.253, 0.756)  -0.332
O (1.572, -2.078, 3.239)  -0.195
C (-0.603, -2.799, 1.953)  -0.204
C (-0.912, -4.079, 2.361)  -0.009
C (-2.244, -4.469, 2.257)  -0.031
C (-3.216, -3.603, 1.759)  -0.030
C (-2.890, -2.316, 1.350)  0.025
C (-1.569, -1.920, 1.468)  -0.140
H (-0.155, -4.747, 2.749)  0.135
H (-2.531, -5.463, 2.573)  0.122
H (-4.242, -3.938, 1.698)  0.120
H (-3.640, -1.639, 0.965)  0.133

***

Record 2
Here is a molecular structure, C14H17CuN3S in a non-equilibrium geometry from the OMol25 dataset. Energies are from ωB97M-V with the def2-TZVPD basis set.

orbital gap (spin up / spin down)	5.161 / 5.748	eV
total charge	0
HOMO (spin up / spin down)	-5.6046 / -6.1982	eV
ΔE to the lowest compared entry with this formula, charge and spin	0.0	kJ/mol
spin multiplicity	2

Last column: Löwdin charge in e.
Geometry (Å):
C (-0.646, 0.958, 2.496)  -0.191
C (-0.420, -0.616, 2.667)  -0.169
H (0.282, 1.216, 3.005)  0.061
H (-1.506, 0.989, 3.230)  0.102
H (-0.922, 1.867, 1.906)  0.083
H (-0.217, -1.641, 2.250)  0.109
H (1.613, -1.062, 3.540)  0.133
H (-1.368, -0.775, 3.264)  0.119
C (0.632, 2.517, -0.553)  -0.109
C (0.948, 3.384, -1.582)  -0.054
C (1.138, 2.882, -2.891)  -0.049
C (1.041, 1.495, -3.090)  -0.005
H (0.432, 2.867, 0.470)  0.113
H (1.034, 4.457, -1.367)  0.110
H (1.334, 3.552, -3.711)  0.100
H (1.151, 1.025, -4.083)  0.110
N (0.542, 1.189, -0.727)  0.024
C (0.753, 0.670, -1.993)  -0.179
C (0.577, -0.781, -2.009)  -0.172
N (0.188, -1.282, -0.775)  0.028
C (-0.033, -2.604, -0.685)  -0.112
C (0.525, -2.972, -3.009)  -0.070
C (0.144, -3.468, -1.760)  -0.065
H (-0.366, -2.966, 0.302)  0.115
H (-0.027, -4.556, -1.608)  0.116
C (0.737, -1.599, -3.154)  -0.003
H (1.017, -1.101, -4.105)  0.113
H (0.645, -3.633, -3.874)  0.110
Cu (-0.415, 0.068, 0.509)  0.205
C (-2.370, 0.101, 0.583)  -0.217
H (-2.712, -0.908, 0.269)  -0.026
H (-2.681, 0.843, -0.183)  -0.020
H (-2.844, 0.348, 1.559)  -0.015
S (0.417, 0.156, 6.433)  0.653
C (0.578, -0.143, 4.938)  -0.851
N (0.800, -0.475, 3.738)  -0.095

***

Record 3
Here is C14H17F3N6O in the gas phase in a non-equilibrium geometry from the OMol25 dataset. Energies are from ωB97M-V with the def2-TZVPD basis set.

orbital gap	8.962	eV
SMILES string	Cc1c[nH]c2ncnc(N3CC[C@@](N)(CNC(=O)C(F)(F)F)C3)c12
total charge	0
HOMO	-8.3920	eV
spin multiplicity	1

Last column: Löwdin charge in e.
Geometry (Å):
O (3.959, -2.016, -3.225)  0.073
F (4.094, -1.965, -6.070)  0.131
F (2.767, -0.192, -5.772)  0.116
F (1.950, -2.247, -5.800)  0.140
N (-0.671, 2.029, 4.639)  0.138
N (0.418, 2.027, 2.532)  0.141
C (2.989, -1.544, -3.820)  -0.340
C (-3.378, -0.093, 3.864)  -0.046
C (-2.669, -0.138, 2.677)  -0.190
C (0.273, 2.459, 3.803)  -0.170
C (-1.543, 1.205, 4.115)  -0.310
C (-0.474, 1.182, 2.045)  -0.244
C (-1.502, 0.719, 2.847)  -0.064
N (-2.674, 0.703, 4.729)  0.093
N (1.900, -1.169, -3.072)  0.086
N (-0.329, 0.822, 0.685)  -0.066
N (-0.524, -0.879, -1.733)  0.088
C (-3.090, -0.816, 1.391)  -0.048
C (2.987, -1.493, -5.395)  -0.465
C (0.033, 1.852, -0.303)  -0.136
C (1.867, -1.226, -1.613)  -0.101
C (0.505, -0.387, 0.421)  -0.092
C (0.862, 1.120, -1.388)  -0.088
C (0.671, -0.386, -1.092)  -0.511
H (-4.291, -0.621, 4.078)  0.121
H (1.031, 3.158, 4.178)  0.110
H (-2.957, 0.918, 5.692)  0.167
H (1.077, -0.819, -3.563)  0.138
H (-1.322, -0.365, -1.378)  0.079
H (-0.661, -1.870, -1.517)  0.097
H (-3.335, -0.097, 0.629)  0.067
H (-3.958, -1.486, 1.514)  0.082
H (-2.237, -1.410, 1.054)  0.055
H (0.565, 2.711, 0.124)  0.109
H (-0.893, 2.220, -0.757)  0.111
H (1.710, -2.220, -1.275)  0.117
H (2.838, -0.864, -1.229)  0.140
H (1.492, -0.281, 0.903)  0.134
H (0.082, -1.305, 0.795)  0.114
H (0.526, 1.369, -2.376)  0.105
H (1.912, 1.394, -1.339)  0.119

***

Which value of spin multiplicity does entry 2 give?
2

***

Which of these has the highest total charge?
C14H17ClF5N4O8S2TeW